Record 1
{"formula": "C24H40CsFN5", "method": "ωB97M-V with the def2-TZVPD basis set", "species": ["Cs", "C", "C", "C", "C", "C", "C", "C", "C", "C", "C", "C", "C", "N", "C", "C", "C", "C", "C", "C", "F", "H", "H", "H", "H", "H", "H", "H", "H", "H", "H", "H", "H", "H", "H", "H", "H", "H", "H", "H", "H", "H", "N", "C", "C", "C", "N", "C", "C", "N", "C", "H", "H", "H", "H", "H", "H", "H", "H", "H", "H", "H", "H", "H", "H", "H", "H", "N", "H", "H", "H"], "coordinates": [[-0.32, 1.16, -2.46], [-0.46, -2.02, -3.76], [-1.92, -2.23, -3.34], [-2.78, -0.99, -3.59], [-2.02, -2.82, -1.94], [-2.34, -4.17, -1.88], [-2.42, -4.85, -0.68], [-2.13, -4.16, 0.48], [-1.80, -2.81, 0.48], [-1.50, -2.22, 1.86], [-0.22, -1.38, 1.96], [-2.69, -1.47, 2.47], [-1.75, -2.10, -0.74], [-1.37, -0.75, -0.76], [-2.30, 0.18, -0.48], [-3.71, -0.01, -0.49], [-4.60, 1.02, -0.28], [-4.18, 2.32, -0.02], [-2.82, 2.56, 0.04], [-1.95, 1.52, -0.17], [-0.57, 1.83, -0.05], [-0.39, -1.65, -4.79], [0.09, -2.96, -3.68], [0.03, -1.31, -3.09], [-2.32, -3.00, -4.01], [-2.42, -0.13, -3.03], [-3.81, -1.16, -3.29], [-2.78, -0.73, -4.66], [-2.55, -4.69, -2.81], [-2.67, -5.90, -0.66], [-2.16, -4.69, 1.43], [-1.33, -3.09, 2.50], [-0.35, -0.46, 1.39], [0.64, -1.91, 1.55], [-0.02, -1.15, 3.01], [-2.86, -0.52, 1.97], [-2.50, -1.26, 3.53], [-3.60, -2.06, 2.41], [-4.07, -1.01, -0.68], [-5.67, 0.80, -0.31], [-4.89, 3.13, 0.14], [-2.43, 3.55, 0.27], [3.95, 0.16, 3.10], [4.34, 1.59, 3.12], [3.10, 2.44, 3.46], [2.10, 2.47, 2.31], [1.56, 1.06, 2.12], [2.75, 3.02, 1.03], [4.00, 2.23, 0.60], [3.54, 0.97, 0.01], [4.95, 2.03, 1.79], [3.88, -0.20, 4.05], [4.65, -0.41, 2.63], [2.33, 0.39, 2.42], [5.09, 1.76, 3.90], [3.41, 3.46, 3.67], [2.63, 2.06, 4.37], [1.24, 3.09, 2.57], [1.38, 0.85, 1.14], [0.71, 0.89, 2.64], [3.03, 4.05, 1.24], [2.02, 3.05, 0.22], [4.55, 2.83, -0.13], [4.29, 0.29, -0.04], [3.26, 1.13, -0.96], [5.43, 2.99, 1.98], [5.75, 1.34, 1.51], [1.40, 1.95, -5.38], [1.80, 1.13, -5.83], [2.12, 2.66, -5.38], [0.68, 2.29, -6.01]], "lowdin_charge": [1.39, -0.09, -0.36, -0.08, -0.14, -0.04, -0.08, -0.05, -0.13, -0.35, -0.09, -0.05, -0.19, -0.09, -0.43, -0.04, -0.08, -0.10, -0.05, -0.36, -0.29, 0.08, 0.09, -0.04, 0.13, -0.04, 0.09, 0.09, 0.11, 0.10, 0.11, 0.12, 0.03, 0.09, 0.08, 0.06, 0.08, 0.09, 0.12, 0.11, 0.10, 0.12, 0.04, -0.35, -0.10, -0.25, 0.19, -0.10, -0.36, 0.06, -0.10, 0.10, 0.10, 0.11, 0.14, 0.13, 0.13, 0.15, 0.11, 0.14, 0.13, 0.11, 0.14, 0.08, 0.08, 0.13, 0.12, -0.02, 0.02, 0.01, 0.02], "total_charge": 1, "relative_energy_ev": 0.814, "total_energy_ha": -1332.0996}

***

Record 2
{"formula": "C24H40FO12P3S2", "method": "ωB97M-V with the def2-TZVPD basis set", "species": ["C", "C", "F", "C", "C", "C", "S", "C", "C", "C", "P", "O", "O", "S", "C", "O", "C", "C", "C", "O", "H", "H", "H", "H", "H", "H", "H", "H", "H", "H", "O", "P", "O", "C", "C", "O", "C", "C", "O", "C", "C", "H", "H", "H", "H", "H", "H", "H", "H", "H", "H", "H", "H", "H", "H", "H", "O", "P", "O", "C", "C", "O", "C", "C", "O", "C", "C", "H", "H", "H", "H", "H", "H", "H", "H", "H", "H", "H", "H", "H", "H", "H"], "coordinates": [[7.58, 7.31, 2.09], [7.01, 6.67, 0.71], [8.03, 6.55, -0.32], [6.15, 5.35, 0.92], [4.58, 5.49, 0.80], [3.62, 4.27, 0.94], [1.80, 4.53, 0.78], [4.29, 2.89, 1.23], [5.85, 2.75, 1.39], [6.83, 3.99, 1.25], [8.67, 3.69, 1.48], [9.29, 2.74, 0.17], [9.62, 5.09, 1.53], [9.10, 2.67, 3.11], [6.36, 1.25, 1.67], [7.38, 0.73, 1.19], [5.38, 0.38, 2.62], [3.96, 0.51, 2.49], [3.37, 1.58, 1.42], [2.30, 1.39, 0.81], [6.65, 7.74, 2.63], [8.37, 8.11, 1.87], [7.99, 6.49, 2.80], [6.28, 7.47, 0.31], [4.10, 6.51, 0.57], [1.58, 5.46, -0.23], [8.87, 3.02, -0.68], [10.45, 4.95, 2.04], [5.85, -0.33, 3.38], [3.24, -0.11, 3.12], [0.21, 0.60, -4.87], [-0.88, 0.11, -3.90], [0.17, -0.38, -2.72], [0.76, 0.63, -1.89], [-0.24, 1.15, -0.87], [-1.11, -1.33, -4.70], [-0.95, -1.41, -6.11], [0.41, -1.99, -6.45], [-2.17, -0.33, -2.87], [-2.59, -1.67, -2.61], [-1.55, -2.56, -1.96], [1.14, 1.44, -2.51], [1.60, 0.17, -1.38], [-1.06, 1.68, -1.36], [0.25, 1.83, -0.18], [-0.68, 0.33, -0.31], [-1.11, -0.43, -6.58], [-1.73, -2.07, -6.49], [1.22, -1.48, -5.92], [0.60, -1.92, -7.53], [0.46, -3.04, -6.16], [-2.99, -2.12, -3.52], [-3.44, -1.58, -1.92], [-0.73, -2.79, -2.64], [-2.00, -3.51, -1.67], [-1.13, -2.09, -1.08], [-5.34, -2.99, 3.63], [-6.47, -2.93, 2.59], [-6.73, -4.57, 2.54], [-7.46, -5.15, 3.62], [-8.95, -4.85, 3.50], [-5.43, -2.77, 1.30], [-4.19, -2.07, 1.45], [-3.06, -3.06, 1.63], [-7.76, -2.73, 1.49], [-7.69, -3.02, 0.09], [-7.40, -4.46, -0.26], [-7.07, -4.79, 4.58], [-7.31, -6.23, 3.57], [-9.14, -3.78, 3.62], [-9.51, -5.39, 4.26], [-9.32, -5.13, 2.51], [-4.24, -1.36, 2.28], [-4.03, -1.49, 0.54], [-3.27, -3.80, 2.40], [-2.13, -2.55, 1.88], [-2.89, -3.62, 0.70], [-7.00, -2.34, -0.40], [-8.68, -2.78, -0.30], [-6.37, -4.74, 0.00], [-7.51, -4.62, -1.34], [-8.07, -5.15, 0.26]], "lowdin_charge": [-0.05, -0.30, -0.07, -0.08, -0.01, -0.45, 0.74, -0.03, 0.00, -0.15, 0.37, -0.25, -0.28, 0.27, -0.31, 0.03, 0.03, 0.02, -0.26, 0.02, 0.09, 0.09, 0.08, 0.14, 0.11, -0.10, 0.08, 0.08, 0.13, 0.12, -0.22, 0.75, -0.24, -0.29, -0.08, -0.27, -0.29, -0.08, -0.26, -0.28, -0.08, 0.11, 0.11, 0.07, 0.04, 0.08, 0.10, 0.12, 0.07, 0.08, 0.08, 0.11, 0.11, 0.07, 0.08, 0.07, -0.22, 0.75, -0.24, -0.29, -0.08, -0.26, -0.29, -0.07, -0.26, -0.28, -0.08, 0.11, 0.12, 0.07, 0.08, 0.07, 0.11, 0.11, 0.07, 0.08, 0.06, 0.11, 0.12, 0.07, 0.08, 0.07], "total_charge": 0, "smiles": "C[C@@H](F)c1cc(S)c2c(c1P(O)(O)=S)C(=O)C=CC2=O.CCOP(=O)(OCC)OCC.CCOP(=O)(OCC)OCC", "total_energy_ha": -3761.4135}

***

Record 3
{"formula": "C24H40N2O4", "method": "ωB97M-V with the def2-TZVPD basis set", "species": ["C", "H", "H", "H", "C", "N", "C", "H", "C", "O", "H", "C", "H", "O", "C", "C", "C", "C", "C", "C", "H", "H", "O", "C", "C", "O", "H", "C", "N", "C", "C", "C", "C", "H", "H", "C", "C", "H", "H", "H", "H", "H", "H", "H", "H", "H", "H", "H", "H", "H", "H", "H", "H", "H", "H", "H", "H", "C", "H", "H", "C", "C", "C", "H", "H", "H", "H", "H", "H", "H"], "coordinates": [[5.28, 2.52, -1.14], [5.71, 3.18, -0.39], [4.23, 2.35, -0.89], [5.33, 3.01, -2.11], [6.01, 1.17, -1.21], [5.73, 0.39, -0.01], [5.85, -1.05, -0.18], [5.76, -1.31, -1.24], [4.72, -1.78, 0.57], [4.93, -3.17, 0.41], [4.14, -3.61, 0.72], [3.35, -1.37, 0.03], [3.23, -0.29, 0.14], [2.39, -2.08, 0.78], [1.07, -1.98, 0.42], [0.58, -1.13, -0.56], [-0.78, -1.11, -0.85], [-1.66, -1.94, -0.17], [-1.16, -2.78, 0.83], [0.18, -2.80, 1.12], [0.57, -3.44, 1.89], [-1.85, -3.42, 1.36], [-3.01, -2.01, -0.39], [-3.57, -1.20, -1.39], [-5.07, -1.53, -1.49], [-5.66, -0.75, -2.50], [-5.80, 0.13, -2.11], [-5.79, -1.32, -0.14], [-6.16, 0.08, 0.02], [-7.60, 0.24, -0.20], [-8.00, 1.70, -0.26], [-7.64, 2.38, 1.05], [-6.15, 2.17, 1.29], [-5.86, 2.61, 2.25], [-5.59, 2.68, 0.50], [-5.75, 0.69, 1.29], [-4.24, 0.62, 1.52], [-3.87, -0.40, 1.55], [-4.01, 1.09, 2.47], [-3.72, 1.16, 0.73], [-6.26, 0.19, 2.13], [-7.87, 3.44, 1.02], [-8.21, 1.93, 1.86], [-9.08, 1.77, -0.46], [-7.48, 2.19, -1.09], [-7.85, -0.26, -1.14], [-8.17, -0.25, 0.61], [-5.13, -1.67, 0.65], [-6.68, -1.96, -0.12], [-5.18, -2.57, -1.80], [-3.11, -1.39, -2.37], [-3.45, -0.14, -1.15], [-1.13, -0.45, -1.63], [1.23, -0.48, -1.11], [3.28, -1.65, -1.03], [4.75, -1.52, 1.64], [6.80, -1.45, 0.18], [6.41, 0.89, 1.16], [6.19, 0.22, 2.00], [5.99, 1.87, 1.40], [7.93, 1.02, 0.98], [8.23, 1.90, -0.22], [7.52, 1.35, -1.45], [7.67, 2.01, -2.31], [7.94, 0.38, -1.70], [7.90, 2.92, -0.02], [9.31, 1.94, -0.41], [8.37, 1.44, 1.89], [8.37, 0.03, 0.83], [5.58, 0.62, -2.05]], "nbo_charge": [-0.62, 0.20, 0.22, 0.21, -0.03, -0.47, -0.23, 0.20, 0.10, -0.72, 0.48, -0.10, 0.20, -0.52, 0.27, -0.24, -0.29, 0.28, -0.23, -0.24, 0.22, 0.22, -0.51, -0.09, 0.09, -0.72, 0.48, -0.25, -0.49, -0.22, -0.41, -0.40, -0.40, 0.21, 0.20, -0.04, -0.61, 0.22, 0.22, 0.21, 0.16, 0.21, 0.19, 0.21, 0.20, 0.21, 0.16, 0.22, 0.19, 0.18, 0.19, 0.17, 0.22, 0.21, 0.17, 0.16, 0.19, -0.22, 0.20, 0.19, -0.42, -0.40, -0.42, 0.21, 0.20, 0.19, 0.21, 0.21, 0.20, 0.20], "total_charge": 0, "relative_energy_ev": 0.190, "smiles": "C[C@H]1CCCCN1C[C@H](O)COc1ccc(OC[C@H](O)CN2CCCC[C@@H]2C)cc1", "total_energy_ha": -1348.9599}